42
Properties=species:S:1:pos:R:3:forces:R:3:nbo_charge:R:1 method="wB97M-V/def2-TZVPD" e_homo_ev=-9.61 orbital_gap_ev=9.660 e_above_lowest_ev=5.370
H -0.604 0.468 -0.413 -0.826 3.496 -2.266 0.46
H 0.442 -0.488 -0.172 -0.288 0.144 0.362 0.48
H -2.887 2.037 0.780 -1.383 -4.296 -1.048 0.46
H -2.454 2.888 1.850 0.058 0.471 -1.469 0.47
H -4.159 -2.207 1.018 -0.032 0.931 0.091 0.45
H -4.157 -3.601 0.634 -0.873 1.164 -1.133 0.46
H 0.498 4.448 -0.818 -0.061 -0.103 0.524 0.48
H 0.826 4.096 -2.234 0.295 -0.791 1.407 0.45
H 3.664 1.925 2.004 -0.016 -1.711 -0.903 0.48
H 4.517 1.470 0.878 -0.110 -0.546 0.543 0.46
H 3.966 -4.396 -2.631 0.344 -1.767 -1.276 0.49
H 2.634 -3.591 -2.263 1.473 -0.561 -0.227 0.49
H -0.586 2.447 -2.802 -0.015 -0.205 0.353 0.48
H -1.205 1.346 -1.916 0.688 0.500 -0.757 0.45
H 0.315 -1.893 1.210 0.208 0.605 1.732 0.46
H 1.267 -2.641 1.977 1.797 -2.076 0.318 0.45
H -1.934 -0.796 2.928 0.620 -0.533 0.489 0.48
H -3.205 -1.530 3.010 1.504 -0.482 1.231 0.44
H -2.934 0.703 -2.341 1.337 0.773 -0.533 0.46
H -4.101 -0.036 -2.719 -0.285 -0.095 0.685 0.48
H 0.783 1.338 2.342 1.903 -1.280 0.088 0.48
H -0.290 1.970 3.241 0.499 -0.238 -0.477 0.46
H 3.199 1.425 -0.223 -1.176 1.199 0.690 0.48
H 2.940 2.835 -0.690 -0.807 0.313 0.153 0.46
H -2.233 -0.957 -1.532 0.080 -0.792 -1.145 0.48
H -1.401 -2.100 -1.899 2.612 -3.204 1.734 0.45
H 3.853 -2.487 0.916 0.489 -0.775 1.719 0.46
H 3.812 -2.738 -0.587 0.148 -0.065 0.035 0.49
O -0.443 -0.221 0.138 1.354 -3.549 1.899 -0.94
O -2.636 2.891 0.872 1.298 3.831 2.336 -0.92
O -4.510 -2.722 0.294 0.938 -2.125 0.997 -0.92
O 0.870 3.709 -1.310 -0.282 1.214 -2.111 -0.93
O 3.847 1.093 1.474 2.295 -0.088 3.406 -0.92
O 3.613 -3.688 -2.157 -1.872 2.243 1.357 -0.96
O -0.588 1.491 -2.664 -0.769 -0.290 0.376 -0.92
O 0.758 -1.884 2.107 -2.005 1.403 -1.807 -0.92
O -2.284 -1.565 3.422 -2.091 1.043 -1.722 -0.92
O -3.742 0.435 -1.945 -1.232 -0.361 -0.223 -0.94
O -0.011 1.811 2.323 -2.449 1.517 0.530 -0.95
O 2.813 2.283 0.098 -0.105 0.603 -3.614 -0.95
O -1.904 -1.483 -2.307 -2.633 3.529 -0.635 -0.94
O 3.651 -2.084 0.106 -0.628 0.954 -1.709 -0.97


42
Properties=species:S:1:pos:R:3:forces:R:3:nbo_charge:R:1 method="wB97M-V/def2-TZVPD" e_homo_ev=-8.63 orbital_gap_ev=8.733 e_above_lowest_ev=6.805
H 0.210 0.504 -0.410 2.096 2.345 -0.292 0.46
H -1.136 0.261 0.315 0.379 0.441 -0.367 0.46
H -5.262 0.624 -2.228 -0.871 0.575 -0.622 0.47
H -5.329 0.700 -0.645 0.620 -0.599 -1.836 0.48
H -0.964 -4.225 -0.600 0.212 0.336 -0.450 0.47
H 0.557 -4.180 -1.128 -1.400 -0.175 0.876 0.47
H 5.037 -0.674 -1.169 0.030 0.568 1.081 0.49
H 3.815 -0.275 -2.155 1.916 -0.305 0.924 0.45
H 4.391 -1.701 1.725 -0.189 -0.553 1.177 0.47
H 3.658 -0.908 0.636 0.356 -0.483 0.006 0.50
H -0.288 2.512 -2.733 -0.632 -0.841 1.553 0.45
H -1.589 1.919 -2.838 -1.492 -0.636 -0.221 0.46
H -2.415 -2.951 -1.611 0.330 -0.063 -1.649 0.45
H -2.830 -3.364 -0.282 -0.180 0.743 0.283 0.46
H -3.097 -0.414 -1.670 -0.543 -0.280 0.874 0.48
H -3.092 0.244 -0.161 0.607 -0.700 -3.147 0.45
H -1.944 4.024 2.067 0.229 0.402 0.359 0.47
H -0.914 4.229 0.830 -2.596 -1.214 1.210 0.48
H 3.923 3.907 -1.759 -1.837 -0.234 1.747 0.47
H 3.536 3.345 -0.357 0.501 -0.540 0.803 0.47
H -2.741 -0.406 2.140 0.111 -0.844 0.845 0.47
H -2.231 -1.050 3.515 -1.492 -0.113 -2.080 0.48
H 1.979 -1.112 3.670 0.512 -0.122 0.320 0.46
H 0.647 -1.273 2.963 1.250 2.026 1.217 0.47
H 2.032 -2.231 -1.074 0.646 2.873 0.561 0.48
H 2.428 -1.069 -1.962 -0.184 -0.037 -0.299 0.45
H 1.050 1.320 1.859 1.506 -1.594 -3.382 0.47
H 0.272 2.572 2.349 0.551 -1.200 -0.247 0.46
O -0.465 -0.088 -0.270 -0.756 -3.141 1.152 -0.92
O -4.848 0.316 -1.439 -2.634 0.245 1.912 -0.95
O -0.042 -4.280 -0.347 1.477 -0.238 -0.377 -0.94
O 4.558 -0.890 -1.950 -0.382 0.210 -2.653 -0.95
O 4.524 -1.275 0.901 -0.144 0.988 -1.170 -0.97
O -0.930 1.977 -2.164 2.415 1.835 -1.441 -0.91
O -2.572 -2.561 -0.772 -0.463 -0.975 1.373 -0.90
O -2.652 0.189 -1.083 0.871 1.122 2.338 -0.93
O -1.775 3.761 1.166 2.374 0.821 -1.536 -0.95
O 3.165 3.823 -1.080 1.327 0.750 -2.540 -0.94
O -2.860 -1.191 2.722 1.435 0.947 1.307 -0.95
O 1.208 -0.579 3.483 -1.617 -2.460 -1.498 -0.93
O 2.307 -1.233 -1.031 -1.989 -3.117 0.400 -0.93
O 0.676 1.704 2.579 -2.350 3.235 3.493 -0.94


42
Properties=species:S:1:pos:R:3:forces:R:3:nbo_charge:R:1 method="wB97M-V/def2-TZVPD" e_homo_ev=-9.89 orbital_gap_ev=9.815 e_above_lowest_ev=2.289
O 1.646 2.750 -0.832 0.079 -1.995 -0.844 -0.99
H 1.914 1.779 -0.741 -0.264 1.557 -0.218 0.52
H 2.170 3.195 -0.195 1.042 0.599 0.856 0.47
O 1.127 0.131 -3.060 -0.016 0.186 -1.849 -0.93
H 0.908 0.251 -2.166 -1.526 0.379 2.158 0.48
H 1.974 -0.251 -2.930 1.404 -0.747 -0.561 0.45
O -2.580 -0.696 1.355 0.593 1.215 1.911 -0.95
H -2.489 -1.243 0.623 0.548 -1.672 -3.073 0.51
H -3.297 -1.075 1.820 -1.409 -0.369 0.942 0.48
O 0.395 1.488 1.899 0.100 -0.634 0.450 -0.99
H 0.422 2.424 1.658 -0.419 0.139 -0.297 0.49
H -0.502 1.381 2.253 0.372 -0.039 -0.107 0.48
O -0.400 -4.186 -0.809 -0.392 -2.339 -1.169 -0.96
H -0.302 -4.893 -1.524 -0.115 1.563 1.507 0.47
H 0.033 -3.419 -1.163 0.670 0.652 -0.328 0.48
O -2.234 -1.809 -1.261 -0.192 -0.626 -0.578 -0.97
H -2.762 -2.551 -1.631 0.759 0.698 0.344 0.49
H -1.462 -1.698 -1.853 -0.699 0.089 0.363 0.50
O 0.927 -2.431 1.438 -0.168 -0.504 -0.514 -0.97
H 0.092 -2.693 1.854 0.381 0.178 -0.121 0.49
H 1.464 -2.133 2.168 0.021 0.299 0.417 0.48
O -0.345 3.697 0.652 0.190 2.474 2.092 -0.93
H 0.082 4.518 0.999 -1.076 -0.490 0.232 0.45
H 0.282 3.574 -0.036 0.391 -1.199 -1.893 0.49
O -0.144 0.049 -0.579 0.114 -0.128 -0.756 -0.98
H -0.351 -0.757 -0.123 0.017 -0.942 0.141 0.47
H 0.016 0.623 0.161 0.114 1.107 0.872 0.50
O -0.863 2.896 -2.074 -1.291 0.086 -0.344 -0.92
H -0.559 3.689 -2.491 0.016 0.822 -0.561 0.45
H -0.049 2.517 -1.803 0.975 -0.868 0.396 0.47
O -2.626 1.737 0.435 -0.083 1.997 -0.110 -0.96
H -2.678 2.366 1.182 0.067 -0.766 -0.638 0.46
H -2.644 0.842 0.746 -0.158 -0.421 0.586 0.47
O 2.162 -2.472 -1.222 0.156 1.523 -0.922 -0.99
H 2.173 -1.500 -0.988 -0.251 -1.714 0.128 0.49
H 2.117 -2.994 -0.428 -0.174 0.112 0.815 0.49
O 2.862 0.325 -0.490 0.561 -0.277 -0.502 -0.95
H 2.980 0.205 0.445 -0.342 -0.094 0.995 0.49
H 3.749 0.141 -0.825 -0.034 0.169 -0.332 0.49
O -0.699 -1.105 3.260 0.583 -0.667 1.469 -0.96
H -1.218 -1.758 3.739 0.199 -0.040 0.527 0.46
H -1.290 -0.932 2.548 -0.740 0.688 -1.485 0.48


42
Properties=species:S:1:pos:R:3:forces:R:3:nbo_charge:R:1 method="wB97M-V/def2-TZVPD" e_homo_ev=-10.84 orbital_gap_ev=10.898 e_above_lowest_ev=1.486
O 1.448 -2.978 -0.672 -0.094 -0.129 -0.002 -0.95
H 0.968 -3.636 -0.156 -0.014 -0.104 -0.258 0.47
H 0.744 -2.414 -1.024 0.231 -0.092 0.256 0.47
O -2.240 -0.806 3.263 -0.523 -0.115 1.846 -0.97
H -2.191 -1.383 4.058 -0.043 0.755 -0.802 0.49
H -1.897 -1.331 2.558 0.432 -0.710 -0.967 0.49
O -1.371 -3.962 -0.111 0.021 -0.407 1.144 -0.93
H -1.743 -4.664 0.453 -0.012 0.012 -0.700 0.47
H -1.098 -3.357 0.594 -0.049 0.430 -0.361 0.47
O -0.430 1.164 2.478 -0.702 1.543 -1.276 -0.99
H -1.262 0.768 2.728 -0.295 -0.444 0.531 0.49
H 0.225 0.688 2.944 1.042 -1.070 0.793 0.49
O -0.710 2.008 -0.420 0.853 -0.793 -1.040 -0.97
H -0.830 2.758 -0.982 -0.051 0.922 -0.567 0.49
H -1.191 2.161 0.361 -0.992 0.325 1.787 0.50
O 0.275 -0.489 -0.129 -0.285 -0.146 0.169 -1.04
H 0.323 0.480 -0.104 -0.378 -0.157 -0.056 0.51
H -0.670 -0.722 0.103 1.340 0.538 0.046 0.50
O -1.923 -1.324 -2.155 0.462 -0.921 -0.369 -0.98
H -1.295 -1.919 -2.619 -0.765 0.157 0.626 0.48
H -1.595 -0.471 -2.468 0.220 0.635 -0.159 0.50
O 2.518 2.057 0.285 0.786 1.881 -0.401 -0.95
H 2.600 1.344 0.876 -0.015 -1.922 0.986 0.47
H 3.149 2.695 0.687 -0.717 -0.233 -0.757 0.48
O 0.665 3.820 1.502 -1.191 3.144 -0.476 -0.94
H 1.213 3.445 2.135 1.300 -1.220 1.688 0.46
H 0.424 3.153 0.903 -0.102 -1.546 -1.050 0.47
O 1.158 -1.285 2.359 0.100 -0.393 1.795 -1.00
H 1.784 -2.004 2.256 0.100 0.038 -0.234 0.48
H 1.032 -0.884 1.512 -0.234 0.169 -1.545 0.50
O 1.271 2.695 -2.367 -1.179 0.407 1.727 -0.99
H 1.548 2.300 -1.510 0.386 0.313 -0.737 0.51
H 1.850 2.387 -3.037 0.976 -0.638 -0.704 0.49
O -0.610 0.805 -3.158 -1.456 0.215 -0.832 -0.95
H -0.098 1.275 -2.520 1.596 0.277 0.963 0.50
H -1.239 1.528 -3.314 -0.171 -0.474 -0.622 0.47
O -2.298 -1.043 0.538 0.565 -1.503 0.962 -0.98
H -2.176 -1.037 -0.409 -0.623 -0.144 -1.482 0.51
H -2.604 -0.218 0.858 -0.613 1.288 0.157 0.48
O 2.451 -0.319 -1.994 0.479 -0.053 -1.935 -0.94
H 1.707 -0.553 -1.480 -1.255 -0.180 2.009 0.48
H 2.115 -0.743 -2.805 0.869 0.346 -0.152 0.46


42
Properties=species:S:1:pos:R:3:forces:R:3:nbo_charge:R:1 method="wB97M-V/def2-TZVPD" e_homo_ev=-10.35 orbital_gap_ev=9.728 e_above_lowest_ev=1.915
O 3.619 1.577 0.611 0.034 -0.210 -0.610 -0.96
H 2.673 1.814 0.620 0.807 0.116 0.230 0.50
H 3.940 1.603 1.514 -0.367 0.332 0.091 0.46
O -3.021 0.864 -0.072 -1.287 1.116 0.260 -0.97
H -3.572 1.115 0.705 0.307 -0.341 -0.708 0.48
H -3.331 1.510 -0.747 0.554 -0.659 0.422 0.50
O 1.696 -1.278 -3.235 -0.190 -1.628 -0.383 -0.94
H 2.254 -0.783 -2.658 0.368 0.799 0.653 0.49
H 1.108 -0.697 -3.689 -0.208 0.832 -0.317 0.45
O 2.852 -0.781 2.445 0.954 -1.629 -0.029 -0.98
H 3.719 -0.520 2.101 -0.496 -0.068 -0.088 0.49
H 2.329 -0.001 2.489 -0.745 1.722 0.078 0.50
O -1.625 -0.777 -2.009 0.556 0.711 0.195 -0.95
H -2.483 -1.143 -2.112 -1.546 -0.691 0.390 0.50
H -1.294 -0.831 -2.894 0.875 -0.315 -0.805 0.48
O -1.273 2.468 1.695 -0.830 0.715 0.321 -0.96
H -1.858 3.238 1.550 0.543 -0.633 0.008 0.47
H -1.671 1.726 1.220 0.277 0.323 -0.020 0.48
O -1.195 1.962 -2.905 -0.107 -1.543 0.055 -0.95
H -1.654 1.104 -2.699 0.442 1.248 0.003 0.47
H -0.305 1.630 -3.123 -0.262 0.553 0.149 0.47
O 0.832 2.570 -0.258 -0.434 0.062 -0.610 -1.02
H 0.143 2.966 -0.827 0.553 -0.331 0.507 0.48
H 0.689 1.582 -0.311 0.225 0.783 -0.221 0.49
O 1.436 1.707 2.328 0.834 -0.887 0.299 -0.99
H 0.871 1.879 1.583 -0.637 0.271 -0.956 0.51
H 1.031 2.248 2.981 -0.417 0.613 1.092 0.48
O 0.612 0.046 -0.423 0.105 -1.369 0.255 -1.01
H 0.856 -0.832 0.053 -0.322 1.363 -1.026 0.50
H -0.302 -0.072 -0.714 0.152 -0.123 -0.099 0.48
O -1.364 -0.426 1.750 0.122 -0.623 2.452 -0.96
H -1.912 -0.550 2.566 0.914 0.088 -0.886 0.49
H -2.005 -0.232 1.094 -0.911 0.035 -1.406 0.48
O 0.448 -4.158 -0.851 0.066 -0.287 0.010 -0.95
H 0.391 -3.385 -0.281 0.366 -0.079 0.135 0.48
H 0.075 -3.862 -1.679 -0.104 -0.006 -0.334 0.46
O 0.877 -2.111 0.983 -1.155 0.430 0.319 -0.98
H 1.594 -1.680 1.458 1.448 -0.180 0.558 0.52
H 0.126 -1.635 1.393 -0.197 -0.407 0.051 0.50
O -2.114 -2.751 -0.085 -0.250 1.027 -1.070 -0.93
H -1.747 -3.035 0.726 0.275 -1.069 1.540 0.47
H -1.465 -2.068 -0.304 -0.312 -0.059 -0.503 0.46


42
Properties=species:S:1:pos:R:3:forces:R:3:nbo_charge:R:1 method="wB97M-V/def2-TZVPD" e_homo_ev=-9.88 orbital_gap_ev=9.738 e_above_lowest_ev=7.521
H 0.860 -0.931 -0.408 -0.013 -0.077 0.705 0.47
H -0.276 -0.434 0.495 2.152 -1.199 0.532 0.49
H 0.413 -4.251 -1.811 -0.606 1.386 -0.364 0.46
H -0.034 -3.078 -0.952 -0.267 0.339 -0.171 0.46
H -3.707 1.561 -0.949 0.613 0.061 -0.865 0.46
H -2.717 2.082 -2.024 0.532 1.733 -0.529 0.47
H 3.214 -1.921 -1.569 -0.080 0.017 0.308 0.48
H 3.049 -2.067 -0.005 0.788 0.067 -1.170 0.47
H 1.398 -1.144 2.567 -0.021 1.375 0.704 0.51
H 1.607 -0.002 3.725 0.102 -0.769 0.056 0.47
H 2.443 3.552 0.272 0.592 0.286 0.329 0.48
H 2.134 2.443 1.353 -0.182 0.699 -0.701 0.48
H 0.698 -1.613 -4.169 -0.323 0.292 0.002 0.47
H 0.337 -0.145 -4.352 0.995 2.294 0.389 0.46
H 0.199 0.873 -0.734 0.109 -0.010 0.110 0.44
H 0.518 2.161 -0.076 -0.413 1.156 -0.305 0.48
H -1.315 2.116 0.954 2.466 1.081 1.978 0.46
H -2.733 2.010 0.852 0.992 -0.595 -1.122 0.47
H 3.052 1.448 -0.115 0.491 0.286 -1.460 0.49
H 4.085 1.750 -1.241 3.297 -1.161 -1.149 0.45
H -4.313 0.866 3.324 -0.140 1.584 2.506 0.47
H -3.397 0.212 2.368 -0.536 -0.090 -0.032 0.47
H -3.526 -1.773 -2.293 0.600 0.178 0.283 0.47
H -2.617 -1.657 -1.014 -0.158 0.037 -2.108 0.46
H -0.293 2.678 2.808 -1.334 1.496 0.869 0.48
H -0.786 4.159 3.069 0.701 1.429 -0.314 0.48
H 1.538 -3.614 0.294 -0.509 -0.665 0.672 0.47
H 0.287 -4.424 0.668 -1.969 -0.613 -0.791 0.46
O 0.593 -0.971 0.532 -2.265 -0.517 -1.256 -0.96
O 0.017 -3.337 -1.882 0.994 -1.627 0.452 -0.93
O -3.061 1.313 -1.636 -2.034 -2.055 0.109 -0.92
O 3.662 -2.225 -0.769 -0.770 0.030 0.948 -0.94
O 1.333 -0.188 2.823 -0.028 -0.250 -0.334 -0.98
O 1.965 2.738 0.428 0.486 5.010 5.436 -0.94
O 0.016 -0.997 -4.473 -0.690 -2.571 -0.395 -0.93
O 0.865 1.300 -0.167 -3.596 -4.103 -2.456 -0.94
O -1.901 1.762 0.347 -2.859 -0.185 0.659 -0.93
O 3.252 1.942 -0.939 -0.727 -0.658 -0.538 -0.95
O -4.340 0.373 2.554 0.780 -1.447 -2.528 -0.93
O -2.595 -1.675 -2.021 -0.468 -0.273 1.857 -0.93
O -1.032 3.264 3.173 0.727 -3.064 -0.597 -0.95
O 1.108 -4.154 0.994 2.571 1.096 0.283 -0.93